{"formula": "C27H29AsClGeHfN2O7SSe", "method": "ωB97M-V with the def2-TZVPD basis set", "species": ["Hf", "Cl", "C", "C", "C", "C", "O", "C", "C", "N", "C", "C", "C", "C", "C", "C", "C", "C", "N", "C", "C", "H", "H", "H", "H", "H", "H", "H", "H", "H", "H", "O", "As", "O", "O", "C", "C", "C", "C", "C", "C", "S", "O", "O", "O", "H", "H", "H", "H", "H", "C", "Ge", "C", "C", "C", "Se", "C", "H", "H", "H", "H", "H", "H", "H", "H", "H", "H", "H", "H", "H", "H"], "coordinates": [[0.28413, -0.27758, 0.30757], [5.53731, 0.27104, 5.33776], [4.14818, -0.08050, 4.36325], [2.95497, -0.45920, 4.97408], [1.83841, -0.74258, 4.21355], [1.87618, -0.64547, 2.82669], [0.77398, -0.92169, 2.13160], [3.09466, -0.27342, 2.19806], [3.32832, -0.15042, 0.76072], [2.47437, -0.37555, -0.17480], [2.78108, -0.34260, -1.57694], [4.03233, -0.43209, -2.10560], [4.22732, -0.44364, -3.51022], [3.16506, -0.39438, -4.36075], [1.84471, -0.33091, -3.84465], [0.68618, -0.31476, -4.66268], [-0.56108, -0.28657, -4.10784], [-0.68063, -0.26425, -2.70804], [0.38902, -0.25776, -1.93250], [1.65404, -0.30036, -2.46251], [4.21738, 0.00890, 2.99609], [2.91310, -0.53233, 6.05292], [0.91066, -1.05158, 4.67668], [4.33574, 0.17128, 0.49624], [4.89655, -0.51750, -1.45890], [5.23419, -0.50656, -3.89895], [3.31367, -0.41854, -5.43270], [0.80609, -0.33179, -5.73931], [-1.45251, -0.28427, -4.71774], [-1.64705, -0.25350, -2.21940], [5.14995, 0.29635, 2.52617], [-2.62897, -2.23053, 2.43629], [-2.50192, -0.81979, 1.42977], [-3.92508, -0.37737, 0.79820], [-1.33499, -1.41570, 0.25235], [-1.76834, 0.45772, 2.74878], [-2.08967, 0.11873, 4.05722], [-1.77326, 0.97377, 5.10790], [-1.14071, 2.18066, 4.88053], [-0.81220, 2.55369, 3.58657], [-1.12462, 1.70452, 2.53701], [-0.53848, 2.19869, 0.95320], [-0.67995, 3.58168, 0.71591], [-1.23495, 1.23604, 0.02605], [0.88692, 1.65619, 0.87102], [-3.47373, -2.63901, 2.19439], [-2.59715, -0.81310, 4.25542], [-2.03729, 0.68644, 6.11760], [-0.90484, 2.83781, 5.70657], [-0.33277, 3.50376, 3.38857], [-1.52607, -7.03578, -0.78031], [-1.47946, -5.12351, -1.07728], [-3.22465, -4.33174, -0.82237], [-0.78170, -4.73805, -2.84362], [-0.25947, -4.40790, 0.30229], [0.98820, -3.04281, -0.26641], [2.50370, -4.07345, -0.78889], [-2.16531, -7.54825, -1.49969], [-1.89739, -7.25500, 0.22189], [-0.51782, -7.44432, -0.86842], [-3.85743, -4.51258, -1.69188], [-3.15224, -3.25420, -0.67776], [-3.71406, -4.77378, 0.04759], [-1.56709, -4.88295, -3.58674], [0.04450, -5.40714, -3.09052], [-0.42608, -3.70865, -2.90981], [0.35529, -5.19654, 0.73769], [-0.83531, -3.95044, 1.10656], [2.14815, -4.86350, -1.44587], [2.99498, -4.48643, 0.08773], [3.19212, -3.43466, -1.33813]], "forces_ev_per_angstrom": [[0.714, -1.930, -0.746], [-0.051, -0.013, -0.061], [0.073, 0.025, 0.051], [-0.099, -0.030, 0.029], [0.104, 0.009, 0.204], [-0.068, -0.164, -0.470], [0.726, 0.350, 0.411], [0.154, 0.194, -0.464], [0.042, -0.068, 0.567], [-0.165, 0.197, -0.690], [-0.366, -0.001, 0.386], [0.286, -0.024, -0.270], [-0.004, 0.004, 0.237], [-0.101, 0.004, -0.049], [0.041, 0.006, -0.317], [0.127, -0.007, -0.037], [-0.069, -0.028, 0.096], [0.491, 0.034, -0.210], [0.389, 0.091, -0.171], [-0.133, 0.043, 0.323], [0.040, 0.008, 0.055], [-0.002, -0.009, -0.011], [0.006, 0.025, -0.001], [0.039, -0.137, -0.016], [-0.008, 0.002, -0.020], [-0.002, -0.001, 0.011], [-0.019, 0.008, 0.010], [0.008, -0.004, 0.013], [0.005, 0.002, -0.002], [0.007, 0.025, 0.049], [-0.013, 0.006, 0.017], [-0.123, -0.302, 0.152], [-0.689, 0.255, -0.652], [0.318, -0.120, 0.069], [-0.857, 0.472, 0.942], [0.243, 0.359, -0.212], [0.085, 0.135, -0.056], [-0.048, -0.074, 0.087], [0.026, 0.059, 0.074], [-0.106, -0.079, -0.037], [-0.249, -0.382, 0.119], [-0.100, 0.039, -0.131], [0.036, 0.106, 0.024], [-0.074, 0.607, 0.330], [-0.580, 0.960, 0.432], [-0.010, -0.107, 0.142], [0.015, -0.021, 0.029], [-0.006, 0.005, -0.017], [-0.010, 0.003, -0.014], [0.017, -0.020, -0.026], [-0.005, -0.271, 0.047], [0.123, -0.027, 0.063], [-0.259, 0.127, 0.025], [0.088, 0.072, -0.257], [0.105, -0.071, 0.141], [-0.526, 0.054, -0.109], [0.326, -0.329, -0.062], [0.002, 0.027, 0.007], [0.008, -0.028, -0.017], [-0.029, -0.040, 0.005], [-0.019, -0.019, 0.027], [-0.005, 0.046, 0.000], [-0.001, 0.034, -0.012], [0.033, -0.011, -0.012], [-0.004, 0.026, -0.013], [-0.015, -0.002, -0.020], [-0.046, -0.014, 0.047], [0.037, 0.000, 0.030], [0.122, -0.046, -0.022], [0.048, -0.067, -0.050], [-0.019, 0.028, 0.004]], "lowdin_charge": [1.433, 0.695, -0.659, -0.061, 0.018, -0.301, -0.242, -0.113, -0.031, -0.055, -0.192, 0.007, -0.038, -0.004, -0.131, 0.036, -0.004, -0.065, -0.027, -0.157, -0.050, 0.118, 0.126, 0.137, 0.119, 0.118, 0.126, 0.132, 0.122, 0.129, 0.119, -0.225, 0.929, -0.403, -0.579, -0.217, -0.070, -0.038, -0.038, -0.032, -0.273, 0.598, -0.187, -0.404, -0.366, 0.069, 0.107, 0.120, 0.120, 0.129, -0.220, 0.743, -0.204, -0.222, -0.529, 0.947, -0.348, 0.026, 0.026, 0.023, 0.028, 0.001, 0.027, 0.026, 0.023, -0.010, 0.028, 0.004, 0.028, 0.034, 0.020], "max_force_ev_per_a": 2.19, "total_charge": 1, "lumo_ev": -4.0, "homo_ev": -10.74, "total_energy_ha": -9302.99589, "relative_energy_ev": 0.000}